1.
# C11H20AlI2N3O

A molecular structure, C11H20AlI2N3O at a distorted geometry (ωB97M-V/def2-TZVPD, the Open Molecules 2025 dataset).

```
! RIJCOSX wB97M-V def2-TZVPD def2/J DEFGRID3
* xyz -2 1
C -0.733 2.757 -2.212
I -3.339 0.641 -0.288
H -0.829 2.146 -3.069
H -0.245 3.705 -2.335
H -1.790 2.905 -2.036
C 3.316 0.159 -0.531
C 1.143 0.796 -1.011
N 2.079 0.505 0.012
H 4.003 0.303 -2.609
I -0.599 -1.936 -2.349
N 1.937 0.773 -2.117
H 4.200 -0.158 0.059
Al -0.914 0.036 -0.711
C 0.014 2.062 -1.097
O 0.342 2.687 -0.115
C 3.226 0.352 -1.863
C 1.485 1.068 -3.389
H 0.894 0.228 -3.767
H 2.333 1.318 -4.031
H 0.855 1.948 -3.322
C 1.900 0.405 1.430
H 2.395 1.264 1.963
H 2.394 -0.532 1.842
H 0.815 0.357 1.675
C -0.544 -2.114 2.710
C -1.567 -1.522 1.794
C -2.489 -2.608 1.271
C -2.438 -0.541 2.633
N -0.896 -0.732 0.778
H -1.008 -2.693 3.502
H 0.078 -1.347 3.156
H 0.102 -2.753 2.134
H -2.943 -3.162 2.103
H -3.287 -2.204 0.642
H -1.904 -3.292 0.666
H -1.810 0.324 2.957
H -3.276 -0.093 2.007
H -2.901 -1.052 3.518
*
```

Output
LUMO energy (spin up / spin down)   4.799 / 4.765 eV
Relative energy (zero: lowest compared OMol25 entry of this formula, charge and spin)   65.3 kcal/mol
Strongest force on any atom   5.6 eV Å⁻¹
Gap between HOMO and LUMO (spin up / spin down)   3.63 / 3.75 eV

Atomic partial charges in e from the Löwdin method, atoms 1 to 5: atom 1 (C): -0.11, atom 2 (I): 0.41, atom 3 (H): 0.04, atom 4 (H): 0.07, atom 5 (H): 0.04

2.
# C11H20Br6ClO2PSi

4 unconnected molecules or ions with the total composition C11H20Br6ClO2PSi at a distorted geometry (ωB97M-V/def2-TZVPD, the Open Molecules 2025 dataset).

```
! RIJCOSX wB97M-V def2-TZVPD def2/J DEFGRID3
* xyz 0 1
C 5.859 2.077 2.612
C 5.780 2.166 1.421
C 5.700 2.170 -0.033
Si 4.051 1.323 -0.479
Cl 3.548 2.037 -2.377
C 2.700 1.553 0.736
C 1.413 1.955 0.467
P 4.442 -0.917 -0.483
O 4.543 -1.345 -2.061
O 3.028 -1.647 -0.053
H 6.022 1.884 3.646
H 6.507 1.540 -0.411
H 5.715 3.175 -0.446
H 2.936 1.270 1.769
H 1.088 2.975 0.273
H 0.627 1.200 0.504
H 5.436 -1.684 -2.185
H 2.907 -1.557 0.901
Br -1.845 0.321 1.376
C -2.845 -0.364 -0.142
C -1.959 -0.562 -1.340
Br -1.528 1.131 -2.194
H -3.654 0.336 -0.323
H -3.255 -1.316 0.187
H -2.472 -1.148 -2.100
H -1.015 -1.037 -1.094
Br -4.340 3.353 -0.449
C -6.256 3.201 -0.128
C -6.572 2.385 1.097
Br -6.374 0.477 0.777
H -6.694 2.791 -1.032
H -6.598 4.224 0.008
H -7.614 2.516 1.378
H -5.935 2.630 1.940
Br -1.789 -3.730 1.302
C -0.199 -4.050 0.221
C -0.455 -5.063 -0.861
Br -0.506 -6.874 -0.153
H 0.588 -4.351 0.903
H 0.052 -3.085 -0.215
H 0.359 -5.059 -1.583
H -1.397 -4.901 -1.375
*
```

Output
LUMO energy   -0.445 eV
SMILES   C#CC[Si@](Cl)(C=C)P(O)O.BrCCBr.BrCCBr.BrCCBr
Strongest force on any atom   2.1 eV Å⁻¹
Gap between HOMO and LUMO   7.39 eV

Atomic partial charges in e from the Löwdin method, atoms 1 to 5: atom 1 (C): 0.10, atom 2 (C): -0.25, atom 3 (C): -0.32, atom 4 (Si): 0.10, atom 5 (Cl): 0.28

3.
# C11H20Cl2O3Ti

A molecular structure, C11H20Cl2O3Ti at a distorted geometry (ωB97M-V/def2-TZVPD, the Open Molecules 2025 dataset).

```
! RIJCOSX wB97M-V def2-TZVPD def2/J DEFGRID3
* xyz -2 1
C -0.523 2.399 -1.153
C -1.802 1.802 -1.306
C -1.661 0.698 -2.196
C -3.045 2.222 -0.651
C -0.324 0.693 -2.688
C 0.386 1.723 -2.020
C 1.830 2.006 -2.150
C -0.196 3.500 -0.222
C -2.718 -0.259 -2.534
C 0.214 -0.206 -3.722
Ti 0.831 -0.984 1.233
Cl -3.637 -0.712 0.914
Cl -0.599 0.570 1.815
O 0.638 -1.244 -0.582
H -2.850 2.985 0.105
H -3.469 1.346 -0.117
H -3.771 2.630 -1.372
H -3.274 -0.495 -1.610
H -2.261 -1.198 -2.867
H -3.401 0.113 -3.319
H -0.237 -1.194 -3.615
H 1.296 -0.291 -3.617
H 0.013 0.136 -4.747
H 2.377 1.066 -2.323
H 2.214 2.485 -1.238
H 2.045 2.695 -2.984
H -0.773 3.391 0.711
H -0.426 4.475 -0.690
H 0.872 3.491 0.044
H 0.567 -2.101 -1.008
O 2.507 -0.260 1.383
H 2.584 0.716 1.407
C 1.364 -2.780 3.625
O 0.788 -2.299 2.406
H 0.938 -2.237 4.483
H 2.437 -2.572 3.657
H 1.220 -3.861 3.679
*
```

Output
LUMO energy   4.251 eV
Relative energy (zero: lowest compared OMol25 entry of this formula, charge and spin)   3.5 kcal/mol
Strongest force on any atom   2.7 eV Å⁻¹
Gap between HOMO and LUMO   3.14 eV

Atomic partial charges in e from the Löwdin method, atoms 1 to 5: atom 1 (C): -0.30, atom 2 (C): -0.28, atom 3 (C): -0.27, atom 4 (C): -0.13, atom 5 (C): -0.29

4.
# C11H20CoN3P2

A molecular structure, C11H20CoN3P2 at a distorted geometry (ωB97M-V/def2-TZVPD, the Open Molecules 2025 dataset).

```
! RIJCOSX wB97M-V def2-TZVPD def2/J DEFGRID3
* xyz -1 4
C 1.263 -0.012 -1.381
C 0.149 0.003 -2.266
C -0.612 -1.192 -2.419
C -0.491 -2.175 -1.424
C 0.188 -1.897 -0.245
Co 0.020 -0.078 -0.114
P -0.277 2.068 0.192
H 2.159 0.590 -1.558
H -0.068 0.868 -2.915
H -1.224 -1.387 -3.308
H 0.315 -2.657 0.535
H -0.976 -3.145 -1.570
H -1.440 2.525 0.849
H -0.338 2.840 -1.002
H 0.703 2.760 0.942
C 0.950 -1.246 4.766
N 1.027 0.176 4.369
C -0.194 0.884 4.792
N -1.438 0.246 4.318
C -1.469 -1.178 4.707
N -0.268 -1.918 4.250
C -0.230 -1.996 2.786
P -0.176 -0.327 2.014
C 1.287 0.336 2.944
C -1.643 0.414 2.889
H 0.935 -1.305 5.867
H 1.819 -1.779 4.362
H -0.157 1.902 4.385
H -0.217 0.894 5.894
H -2.342 -1.650 4.234
H -1.527 -1.240 5.802
H 0.651 -2.579 2.502
H -1.126 -2.519 2.433
H 1.462 1.395 2.714
H 2.179 -0.235 2.657
H -2.560 -0.114 2.596
H -1.776 1.474 2.648
*
```

Output
LUMO energy (spin up / spin down)   2.947 / 2.884 eV
Relative energy (zero: lowest compared OMol25 entry of this formula, charge and spin)   47.0 kcal/mol
Strongest force on any atom   2.2 eV Å⁻¹
Gap between HOMO and LUMO (spin up / spin down)   2.74 / 6.01 eV

Atomic partial charges in e from the Löwdin method, atoms 1 to 5: atom 1 (C): -0.23, atom 2 (C): -0.34, atom 3 (C): -0.22, atom 4 (C): -0.28, atom 5 (C): -0.21